# 1
Entry from the Open Molecules 2025 dataset: a single C6H9N molecule at a distorted geometry (ωB97M-V/def2-TZVPD).

```
16
C6H9N (ωB97M-V/def2-TZVPD)
C 1.35046 0.96876 -0.03370
C 0.17084 1.48910 -0.32701
C -1.06504 0.70109 -0.44837
C -1.45916 -0.06763 0.75500
C -0.86675 -0.79064 -0.47068
N 0.49154 -1.24817 -0.61159
C 1.41160 -0.55461 0.25695
H 2.20908 1.61213 0.12081
H 0.19203 2.49362 -0.67932
H -1.86140 1.21449 -0.94516
H -0.78553 0.00058 1.56660
H -2.50431 -0.23727 0.92756
H -1.58991 -1.34662 -1.10323
H 0.66249 -2.33423 -0.50300
H 2.42270 -1.03102 0.15045
H 1.22135 -0.86958 1.34469
```

As for the orbital gap: 9.15 eV. The LUMO energy is 1.04 eV. Its structure (SMILES) is C1=C[C@@H]2C[C@@H]2NC1. The charge is 0. The calculation puts the total energy at -7855.808 eV. The calculation puts the HOMO energy at -8.11 eV.

Löwdin population analysis, charges in e, atoms 1 to 4: -0.06 -0.09 -0.25 -0.06

# 2
Entry from the Open Molecules 2025 dataset: a molecular structure, C35H59AsCl2CoN4OSi3 at a distorted geometry (ωB97M-V/def2-TZVPD).

```
106
C35H59AsCl2CoN4OSi3 (ωB97M-V/def2-TZVPD)
Co -0.10981 0.30886 0.33824
C -0.12163 -0.33282 -2.79059
O 0.56738 -0.22175 -1.55295
Si 2.23994 -0.05242 -1.29287
C 3.15922 -1.64999 -1.59440
C 2.85566 1.06818 -2.66283
C 2.16140 0.54737 0.42095
Si 2.38415 -0.71147 1.77303
C 4.14680 -1.26046 2.18124
C 1.73555 -0.09897 3.44678
C 1.54681 -2.36787 1.39518
Si 3.23969 2.03950 0.71431
C 2.89852 3.55127 -0.40555
C 3.16285 2.68907 2.48429
C 5.05597 1.66925 0.37469
H -0.37063 -1.37409 -2.99430
H 0.50096 0.05622 -3.60000
H -1.03929 0.24765 -2.73029
H 3.01584 -2.03022 -2.60804
H 2.90047 -2.43957 -0.89445
H 4.22571 -1.43413 -1.47468
H 2.98225 0.47878 -3.57472
H 3.83029 1.49379 -2.42126
H 2.17671 1.89138 -2.88136
H 4.71296 -0.49577 2.71471
H 4.70514 -1.53119 1.28268
H 4.10745 -2.14107 2.82732
H 2.55618 0.29505 4.04758
H 1.30749 -0.93720 4.00024
H 0.98512 0.68742 3.36803
H 2.31003 -3.08479 1.08519
H 0.78144 -2.34946 0.61786
H 1.07377 -2.76900 2.29314
H 2.07448 3.42134 -1.10757
H 3.78340 3.77529 -1.00348
H 2.68878 4.43795 0.19889
H 2.16033 2.66115 2.91248
H 3.51254 3.72368 2.51390
H 3.81097 2.10728 3.14220
H 5.20502 1.22264 -0.61166
H 5.48115 0.98742 1.10654
H 5.63374 2.59660 0.40402
C -5.01744 -3.57923 1.44666
C -3.55600 -3.31875 1.81309
C -2.58632 -4.18440 1.03313
C -2.60996 -5.55114 1.30058
C -1.74770 -6.43131 0.67408
C -0.82713 -5.93938 -0.23469
C -0.75573 -4.58334 -0.52252
C 0.24635 -4.10283 -1.53824
C -0.13049 -4.51163 -2.96317
C -1.64973 -3.70216 0.09786
N -1.55488 -2.31004 -0.19363
C -2.59321 -1.75916 -0.69514
C -2.83163 -0.34172 -0.77329
C -4.07533 0.20326 -1.06738
C -3.98299 1.57198 -0.78843
C -2.68567 1.78441 -0.35239
N -1.95535 0.63590 -0.36288
H -5.68700 -2.96158 2.04679
H -5.28808 -4.62300 1.60880
H -5.20563 -3.35356 0.39579
H -3.41118 -3.52913 2.87726
H -3.33615 -2.26278 1.67896
H -3.31848 -5.92381 2.03144
H -1.78523 -7.48855 0.90022
H -0.13576 -6.61452 -0.72616
H 1.22707 -4.51316 -1.28246
H 0.33435 -3.01934 -1.47782
H -0.05366 -5.59085 -3.09981
H -1.15990 -4.22654 -3.18941
H 0.52178 -4.03559 -3.69674
H -3.43739 -2.37152 -1.02971
H -4.94075 -0.34839 -1.40018
H -4.75453 2.31979 -0.87707
H -2.25690 2.73411 -0.07145
Cl -1.29002 -1.08340 2.22527
C -1.45921 -0.96363 3.99874
Cl -1.06515 -2.48999 4.77889
H -2.49799 -0.72170 4.19904
H -0.77898 -0.20272 4.36497
C 0.58491 3.74416 -4.45011
As -0.44620 3.22053 -2.86220
C -1.00299 5.02989 -2.34175
C -2.05995 2.71490 -3.85062
H -0.01061 4.39642 -5.08932
H 0.86211 2.85025 -5.00876
H 1.49836 4.26182 -4.15727
H -1.40416 5.56737 -3.20129
H -0.14596 5.57715 -1.94784
H -1.76943 4.97158 -1.56858
H -2.45118 3.57909 -4.38857
H -2.81556 2.32203 -3.17458
H -1.79525 1.94062 -4.57139
N -3.15163 3.71535 4.86627
C -2.41523 3.63057 3.98964
C -1.49763 3.51238 2.88812
C -0.92524 4.63045 2.29042
C -0.07207 4.42792 1.22610
C 0.19278 3.13065 0.81408
N -0.34021 2.05338 1.39704
C -1.19097 2.24975 2.40279
H -1.15721 5.62268 2.65251
H 0.39477 5.25497 0.71161
H 0.83583 2.92956 -0.02782
H -1.66010 1.38101 2.83001
```

As for the orbital gap (alpha / beta): 7.08 / 7.09 eV. The LUMO energy (alpha / beta) is -0.56 / -0.55 eV. As for the expectation value of S²: 1.021. The charge is 0. The calculation puts the total energy at -192406.465 eV. Its spin multiplicity is 2. The calculation puts the HOMO energy (alpha / beta) at -7.63 / -7.64 eV.

Löwdin population analysis, charges in e, atoms 1 to 4: 0.47 -0.11 -0.35 0.32

# 3
Entry from the Open Molecules 2025 dataset: 2 unconnected molecules or ions with the total composition C3H10S2 at a distorted geometry (ωB97M-V/def2-TZVPD).

```
15
C3H10S2 (ωB97M-V/def2-TZVPD)
C -2.39838 -0.94232 -0.27950
S -4.13826 -0.21612 -0.21531
H -2.17955 -2.23434 -0.47272
H -1.84613 -0.67450 0.53679
H -2.07373 -0.40883 -1.25258
H -4.60217 -1.08939 0.68701
C 2.80409 0.92223 0.42800
C 1.27377 0.94850 -0.06814
S 0.87244 -0.52830 -0.99187
H 2.70873 0.48489 1.42309
H 3.44222 0.30086 -0.24641
H 3.21234 1.96237 0.38467
H 1.30020 1.82145 -0.70145
H 0.58885 1.16251 0.73080
H 1.03560 -1.50898 0.03763
```

As for the orbital gap (alpha / beta): 8.29 / 3.18 eV. The LUMO energy (alpha / beta) is -4.21 / -9.09 eV. As for the expectation value of S²: 0.754. The charge is +1. The calculation puts the total energy at -24932.789 eV. Its spin multiplicity is 2. The calculation puts the HOMO energy (alpha / beta) at -12.49 / -12.27 eV.

Löwdin population analysis, charges in e, atoms 1 to 4: -0.53 0.66 0.15 -0.06

# 4
Entry from the Open Molecules 2025 dataset: a single C2H5ClN2S molecule at a distorted geometry (ωB97M-V/def2-TZVPD).

```
11
C2H5ClN2S (ωB97M-V/def2-TZVPD)
Cl -0.96810 -1.09930 2.10045
N 0.27341 -1.50170 0.68237
N 1.05376 -0.28067 0.62276
C 0.30504 0.85535 0.02135
C -0.48446 0.20981 -1.12361
S -0.50624 -1.63597 -0.76789
H 1.23231 -0.07401 1.64839
H 1.00517 1.44555 -0.62194
H -0.22960 1.42102 0.76018
H -1.55966 0.49700 -1.22877
H -0.12163 0.16292 -2.09329
```

As for the orbital gap: 9.13 eV. The LUMO energy is 0.03 eV. Its structure (SMILES) is ClN1NCCS1. The charge is 0. The calculation puts the total energy at -28490.115 eV. The calculation puts the HOMO energy at -9.10 eV.

Löwdin population analysis, charges in e, atoms 1 to 4: 0.35 -0.75 -0.19 -0.26

Q: Among the records above, which one has the highest charge?
A: C3H10S2